#i
Density functional theory data (wB97M-V/def2-TZVPD) for a cluster of 9 separate species, C81H171N9O9 in total.

The geometry in ORCA input format:
```
! wB97M-V def2-TZVPD RIJCOSX def2/J DEFGRID3
* xyz 0 1
H 13.83108 -3.18220 1.74320
C 2.41544 -0.14541 0.52646
H -4.56937 -2.46635 12.55440
H 3.89815 9.27089 0.50246
H 0.78748 -5.66688 -12.23280
H 2.44677 -11.38341 4.16136
C 6.73799 -13.68128 2.44302
C -8.70408 6.85119 5.99524
C 12.42129 -4.71676 2.56773
H 0.18531 -0.32918 -2.05172
H -11.15413 6.51275 8.41787
H 9.70491 -2.39028 4.05685
C 1.60955 8.95725 2.17664
H -4.13930 0.71477 10.54203
H 12.31656 -3.15083 6.67024
N 4.57475 -13.22730 3.39631
H -7.66464 5.17087 -4.78185
H 3.11829 -13.32488 5.79177
O -6.82384 1.16274 10.86672
H 4.62075 6.21574 -11.85314
H 1.52674 -3.03470 -1.80944
H 13.86623 -5.07285 4.78485
H 1.50269 0.81167 -1.87018
C 1.13684 -3.21418 1.95252
H 0.95157 -7.25114 -6.79930
H -1.37918 10.52960 -2.28250
H 1.93673 -0.69081 -2.31369
H -2.16195 9.17454 -0.27610
H -8.03185 -0.10337 14.38071
C -8.93200 7.85727 7.20594
H 5.64214 -16.21389 2.00344
H -12.78473 5.88343 4.73386
C 2.78252 -13.89986 4.92877
H -10.82244 8.87460 6.63676
H 2.70073 -8.30629 -10.60103
H -8.63052 7.18209 3.83382
C 9.94927 -3.72418 2.55257
H 4.99602 -14.83971 1.10901
H 1.68660 -2.44706 2.49788
H 3.11159 4.54156 -8.59027
H -5.82411 0.90351 -8.47672
H -1.67737 11.39576 0.14924
C -0.40948 10.11433 -2.00805
H -12.30128 7.38801 7.32049
H 0.40737 10.52785 -2.59955
H -0.60427 -5.15939 -9.95620
C -11.30137 6.97084 7.43983
H 4.97178 -11.40111 3.68005
C 5.00963 -15.32972 2.08256
H 1.70611 -14.06183 4.98557
H -0.95555 7.79902 -0.10588
H 2.29991 -3.70397 -11.76713
C -6.32779 -0.75464 8.86883
H -3.62933 -0.75058 9.56982
H 1.81470 5.41440 -9.47653
H -4.70997 2.53326 -6.52046
C 2.64206 -14.47973 2.49289
O 2.29171 7.93954 -10.40567
C -10.45020 8.19334 7.40189
C -8.82675 7.70728 4.76859
C -1.17464 8.85432 0.05673
H 10.15327 -2.80111 2.00996
H -10.64057 8.63659 8.37933
C 3.86093 6.21487 -9.79250
H 12.41649 -6.84953 3.05910
H 12.11157 -3.11927 1.22635
H 13.98464 -6.15368 2.90601
H -5.50756 4.84256 -5.84524
H -0.52642 12.62721 1.81653
H 3.27980 -16.33017 1.47410
H -0.02467 -3.67040 -10.77820
H -9.16043 3.98353 5.50942
C -0.48066 -4.04987 0.05405
O 1.94686 -2.81957 -0.97348
H 0.32391 -4.75899 -0.14069
C -6.04743 3.92913 -5.59564
H 12.40408 -1.49899 3.34114
C -0.96339 -1.98699 1.44553
H -9.40035 0.79264 -6.60602
H 3.92971 10.61029 1.78449
N 2.02071 -5.82940 -9.00916
H -1.10834 -3.78550 -0.79696
C 1.18708 -0.64526 -0.21269
C 6.33061 6.87355 -9.49912
C -6.62607 -1.82942 13.03077
H -11.80085 3.88214 5.98563
H 2.40098 0.92622 0.72515
C 0.18978 -2.81111 0.76977
H -5.47259 0.43965 14.53869
O 5.05615 -12.20204 4.20253
H 7.58882 -14.32731 2.22661
H -10.01360 4.44195 -4.92542
C -8.04316 0.21561 13.33849
H -8.32028 8.75727 7.14347
C -6.75961 1.03007 -7.93182
H 11.19482 -4.48990 6.22426
H 3.72652 10.89622 0.16906
N -8.02448 1.96338 -6.12507
C -8.33822 3.08718 -5.18272
H 4.11905 -7.61599 -8.45773
H -7.18500 2.93747 -3.28729
H 2.49164 7.72995 -11.32093
H -0.80709 11.01962 2.15533
C 3.17115 -7.68607 -7.92417
H 4.44460 4.71142 -11.37274
H 0.08635 -3.91048 -9.09297
C 2.47718 -12.07033 3.31560
C -8.14754 2.65903 -3.71633
H -7.55541 1.14704 10.24531
C 5.84869 8.29354 -9.22951
H 7.17837 -12.82855 2.95976
H 1.47159 -9.02262 -9.71750
H -7.37234 1.63553 -8.59971
H -1.15730 8.75523 1.14207
H 3.28146 10.58229 -9.66180
C 4.57782 8.72437 -9.94678
H 3.35738 -7.08979 -7.03094
H -5.84432 1.12298 -4.63434
H 6.09898 -14.31917 5.14598
H -5.71017 3.32569 -7.68508
C 12.98315 -6.12291 2.47685
C 2.76869 5.50874 -8.95779
H -8.98737 3.03609 -3.13272
H 2.01784 8.92613 -1.73131
C -5.69594 -0.78971 10.35709
H 7.20424 6.73088 -8.86311
C -0.59174 -0.49280 1.72874
C 10.91956 -4.93701 2.23683
C 0.81567 -7.50305 -11.07752
C 5.19594 5.95290 -9.07314
C 3.43488 10.16394 0.92193
H -0.24863 -6.81605 -8.16583
H 2.96489 -11.65177 2.43523
C -7.26692 6.33529 6.06169
H -9.87424 3.79138 -6.42232
H 0.19620 1.10321 0.47680
H 0.55459 8.99654 2.44800
H -7.31195 0.09437 -7.84539
C -5.72517 -2.29654 10.71701
C -7.51033 4.33961 -5.46982
H 5.45773 8.18854 -11.91550
H -1.85955 -2.04531 0.82780
O 1.77513 8.60114 -0.86121
N -6.68665 -0.08770 11.22787
H 0.84987 -8.20789 -11.90827
H 2.39621 -0.49865 1.55745
O -8.77647 0.80375 -5.87647
H -1.43570 0.10884 2.06615
H 5.74378 8.40339 -8.15015
H -5.97981 -1.65356 8.35996
H -8.97451 -0.17583 12.92928
H 7.13258 -15.43163 4.13227
C 11.42298 -3.42999 6.11195
O -9.39733 4.77315 5.01751
C -4.25572 -0.35516 10.36943
H -7.61757 -2.24647 12.85440
C 1.86116 -7.19704 -8.69199
C -0.19396 11.63851 1.50023
H -5.69372 3.56171 -4.63232
H -6.70211 -2.69372 10.44141
H 1.49411 -12.09770 2.84556
H 9.00692 -4.13037 2.18503
H 3.13980 -14.90489 5.15319
C 3.14153 -13.41131 3.57537
H -6.00117 0.11373 8.29668
H -0.14331 -7.35155 -10.58203
H 0.59382 -3.63292 2.79979
C -5.59865 -2.62696 12.23366
H 2.56249 6.17951 -8.12374
C -9.72534 3.49594 -5.38374
C 12.96962 -3.76424 1.41575
C -11.09623 5.92175 6.27241
H 2.49664 -13.90365 1.57907
H 5.36349 -15.79652 4.49177
O 13.74589 -4.16032 4.51207
C -11.83613 4.60773 6.79826
H -7.40980 -0.63315 8.91995
C 1.38494 -6.15893 -11.46530
C -6.66529 -0.29943 12.71375
C 1.29159 11.34612 1.53193
H 11.29429 -1.04835 4.62617
H -9.83965 8.08574 4.63111
C 5.54304 -14.30669 3.10911
H -11.35055 4.26781 7.71301
H 1.79951 -4.00478 1.60052
C -0.21299 9.95901 -0.46364
H -7.80206 4.70545 -6.45427
H 1.69141 -14.94904 2.74610
C 11.55128 -3.18191 4.56915
N 12.48366 -4.22352 3.97327
H -6.83709 5.67551 5.30800
H 0.14743 -0.63207 2.51762
N 3.56038 7.68342 -9.77802
H 9.56355 -4.10078 4.62074
C 0.20802 -4.43731 -10.03941
H 3.13219 -4.96483 -7.89411
C -5.47433 0.48789 13.44976
H 3.52017 -16.39034 3.17487
O 2.17330 -4.97708 -7.93861
C 12.01810 -1.80143 4.31462
H -4.88936 -2.79300 10.22403
H -8.23761 1.58060 -3.58604
H 13.18798 -6.39375 1.44109
H -3.74152 -0.71678 11.25989
C 6.13406 -15.04248 4.33131
H -6.48130 -1.85051 14.11091
H 1.72781 12.05696 0.83013
C -0.06720 0.04615 0.44043
H 4.01995 10.09503 -8.24759
N -9.67227 5.70964 6.06202
H 6.37817 -13.40756 1.45120
H -0.92136 0.12300 -0.23233
H 3.06881 -8.70422 -7.54866
H -1.28113 -2.39839 2.40360
H 2.14353 9.27711 3.07144
H -1.13641 -4.66064 0.67457
C 10.12829 -3.39374 4.01306
H -12.08154 7.45618 5.05925
C 1.83581 -8.03381 -9.99625
H 0.21664 -8.39790 -7.99291
H 5.46169 4.90023 -9.16998
H -5.93252 -3.66417 12.26222
H -8.52988 7.36112 8.08925
H -8.09047 8.50997 4.80984
H -5.50560 1.57584 13.39071
C 4.93367 9.02630 -11.45549
C -11.85646 6.39160 4.99496
H -0.12438 12.10701 -0.51419
H -5.03092 0.25528 -6.00553
C -0.58974 11.33962 0.10440
H 6.69729 6.66518 -10.50422
C 1.19894 -0.21532 -1.66740
H 2.33081 -6.34292 -11.97479
H 10.56633 -2.86260 6.47570
H 10.84317 -5.34022 1.22704
C -6.63479 1.68417 -6.55548
C 3.60413 -15.72160 2.31823
N 0.88319 -2.05998 -0.38185
C -5.72158 2.90703 -6.67875
H 2.92578 5.66084 -11.67842
H -12.90284 4.74042 6.97889
H 10.52487 -5.78642 2.79435
H -11.24902 6.29234 4.09537
H 12.84860 -1.51639 4.96046
H -6.49224 7.08849 6.20539
H 3.42830 -4.60900 -10.81474
N 1.22365 9.74318 -0.20956
H 5.59775 9.88701 -11.37627
C -5.96715 0.64562 -5.60652
C 1.51009 -5.19283 -10.26650
C 0.60922 -7.39517 -7.82407
H 6.75133 8.79223 -9.58257
H 2.69446 -3.23000 -10.11360
C 3.92040 5.65676 -11.23254
H -0.40475 9.09676 -2.39872
H 1.86505 7.99579 1.73121
H 5.16644 5.85273 -7.98815
H -8.12075 1.29980 13.41979
H 13.24182 -4.39464 0.56923
H -6.56602 -0.26193 -5.53033
H 1.72552 11.55484 2.50980
H 4.11331 9.28374 -12.12544
H -4.55574 0.11207 12.99917
C 4.21196 10.12903 -9.32001
C 1.86989 9.98738 1.07570
H -7.29401 5.78353 7.00133
C 2.47660 -4.08049 -10.75960
H -10.46038 2.75527 -5.06875
H 5.00182 10.84794 -9.53772
H 3.39461 -0.51299 0.21954
*
```

As for the lowest unoccupied orbital energy: 0.4443 eV. As for the SMILES: CC1(C)CCCC(C)(C)N1O.CC1(C)CCCC(C)(C)N1O.CC1(C)CCCC(C)(C)N1O.CC1(C)CCCC(C)(C)N1O.CC1(C)CCCC(C)(C)N1O.CC1(C)CCCC(C)(C)N1O.CC1(C)CCCC(C)(C)N1O.CC1(C)CCCC(C)(C)N1O.CC1(C)CCCC(C)(C)N1O. Its HOMO-LUMO gap is 8.35 eV.

These are the Mulliken partial charges, in e, on atoms 1 to 8: atom 1 (H): 0.31, atom 2 (C): -1.63, atom 3 (H): 0.38, atom 4 (H): 0.38, atom 5 (H): 0.45, atom 6 (H): 0.37, atom 7 (C): -1.98, atom 8 (C): 1.43

#ii
Density functional theory data (wB97M-V/def2-TZVPD) for a cluster of 9 separate species, C81H171N9O9 in total.

The geometry in ORCA input format:
```
! wB97M-V def2-TZVPD RIJCOSX def2/J DEFGRID3
* xyz 0 1
C -10.78239 11.18422 27.11115
H -13.38206 7.15767 26.59120
H -3.14774 13.75443 28.19490
H -16.12152 8.51888 33.53899
H -9.71620 9.65815 21.43150
H -10.89873 8.11368 33.43749
C -10.36975 5.56456 23.54969
C -15.01672 6.91348 24.05791
H -10.60538 11.33688 29.33196
H -17.17268 17.12021 34.14269
H -8.60913 12.88282 29.06058
H -19.69318 12.92484 23.21134
H -7.48917 17.14997 25.14160
H -16.99444 11.76169 28.53158
H -15.84968 7.59895 23.90163
C -11.81624 12.39568 26.93869
C -5.46719 9.17784 33.00909
H -19.13655 15.81384 31.73580
H -16.32331 11.50620 27.06331
H -10.11286 11.20555 26.25128
H -11.45420 10.32777 27.16818
C -13.82427 8.72783 34.99924
H -5.17309 14.90678 25.60620
H -5.12599 10.90813 19.71586
H -6.67920 10.61721 34.31893
H -4.71649 15.27136 29.76138
C -5.91508 10.53423 33.54606
C -6.92231 10.55955 20.79766
H -3.37315 9.63339 32.62919
H -6.96242 20.21323 23.41698
H -6.83780 7.05260 20.78162
H -6.15663 18.84692 21.97941
N -7.13630 10.47299 22.30006
H -17.19011 19.09340 30.31338
H -9.06657 15.30149 27.17496
H -8.51284 16.10708 23.38119
H -11.08321 17.30689 21.29436
C -6.19961 6.17944 31.51045
H -8.11416 7.30385 23.00012
C -9.52165 16.40531 23.09577
H -11.41414 8.37038 31.37965
C -18.39894 15.78631 32.53785
H -19.99083 10.65206 26.68731
H -18.64168 9.00943 25.71612
O -4.93769 17.58824 28.25903
C -6.59650 9.06694 20.40818
H -10.18438 16.14538 23.92119
H -13.86575 9.04346 25.24624
C -5.60483 11.40905 20.55722
H -18.60443 17.75342 33.51412
H -7.80411 8.76697 29.65303
C -12.99236 12.11534 27.87691
C -10.96323 10.89892 32.79143
H -8.31909 17.50667 21.02890
H -17.32611 14.18532 26.11083
C -8.54910 20.41429 25.46354
H -3.12849 19.42891 27.20866
H -11.04888 11.44856 33.72880
H -7.38026 18.41937 26.43273
H -16.76625 17.27251 29.19625
H -14.66244 9.11624 22.60588
H -18.29185 13.79937 22.76422
C -4.91756 8.29581 34.23679
H -18.26009 19.70628 31.49695
C -18.00842 12.22386 24.27662
C -12.34653 4.54963 24.95648
H -12.99023 8.92566 22.21424
H -12.41812 6.08829 21.45113
H -1.13307 16.15316 27.49363
H -10.13221 6.40820 22.90165
C -16.98264 12.22747 27.54618
H -6.20591 11.19330 32.72804
H -3.86640 13.31925 26.92801
H -6.97926 5.75972 32.14613
H -14.65981 8.07009 35.23870
H -17.86938 10.27072 23.65215
H -15.88674 12.08220 25.02650
H -6.53450 8.79824 19.35363
C -11.06558 13.97869 29.56957
H -19.03835 13.84039 28.31815
C -8.32995 18.30145 21.77477
H -13.42967 9.11045 35.94050
H -14.39076 11.08102 35.91896
H -12.92079 12.96209 25.20349
C -17.10756 16.29664 29.54162
H -16.02004 11.84128 23.26177
C -18.62858 12.79407 23.01738
H -10.50813 4.72056 22.87395
H -16.83810 15.52839 28.81684
N -11.24703 13.69879 27.09250
C -12.28575 12.12424 25.49134
H -1.55755 14.03365 26.31317
C -7.46079 7.92673 20.97101
H -16.21370 13.39090 23.89275
C -2.35025 14.77487 26.41482
H -8.39007 10.53613 24.61223
C -12.52205 7.60751 26.09509
H -7.85372 7.03939 29.52336
H -11.68362 15.33423 26.19246
H -8.91794 21.19776 24.80156
C -18.91582 10.71908 26.85458
C -3.69758 17.53481 25.46557
H -8.34629 7.64343 20.40204
H -7.63612 20.78020 25.93330
H -8.68866 7.66023 30.85861
O -7.81465 8.40065 33.11841
H -11.24572 13.09817 30.18628
C -11.43819 6.68259 25.70675
H -4.16988 7.61180 33.83532
H -5.08190 10.91868 34.13437
N -6.66849 8.58852 32.34333
N -18.49004 12.82943 25.55068
H -6.75897 9.53446 24.59754
C -1.90175 16.16445 26.72092
H -6.35787 15.91269 26.47598
H -5.16291 7.27720 29.59080
H -15.45619 18.54910 33.75596
H -18.84701 15.25852 33.37974
H -10.63439 7.34746 25.39055
H -18.19614 16.24862 29.51347
H -13.36602 4.80766 25.24313
C -12.80118 7.81792 34.33244
H -8.55566 10.18465 19.81889
H -4.36594 8.86028 34.98859
H -12.08621 14.36124 29.56038
C -11.69894 8.71915 33.86311
O -10.68522 18.43572 24.76891
H -9.77401 15.75553 22.25779
H -5.65112 8.87150 29.58769
H -11.27687 19.18880 24.70241
H -11.75774 18.11574 22.52391
C -15.49890 9.26522 33.04560
N -15.96634 17.09790 31.67567
C -5.33609 8.09743 30.28747
H -7.50222 11.30788 19.01380
H -5.59489 13.81236 29.20326
C -8.42445 19.03574 24.72797
H -4.95188 11.42091 21.42993
C -7.80720 7.85310 30.24711
H -13.25735 7.23662 33.53114
C -15.17258 14.99352 30.45792
H -15.06636 8.96210 32.09211
C -12.13125 9.81571 32.81556
H -13.65634 11.35623 27.46343
C -10.01906 11.33853 28.41308
H -8.61026 12.85821 27.49934
H -14.31679 17.65211 31.71856
H -13.78974 12.27443 32.65196
H -15.53445 14.11369 29.92588
C -17.30553 14.98881 31.85683
H -11.13667 5.99521 26.49713
H -18.60138 18.16482 30.79624
C -18.39803 12.21704 26.87983
C -18.53287 10.72620 24.38727
H -7.60907 7.51078 33.41415
C -4.00227 8.23222 31.06388
H -12.38214 3.90460 24.07855
H -8.54548 19.27596 21.33660
H -20.29357 13.29368 27.12019
H -1.55182 18.88987 26.81376
H -19.57678 10.49497 24.17538
O -12.15979 14.79705 26.82989
C -13.88414 8.36301 22.48341
H -8.76934 17.44247 26.29575
H -15.92309 10.49983 35.65734
N -12.55837 6.51648 23.32972
H -6.08735 5.58865 30.60136
C -18.23594 10.02086 25.69445
H -11.69093 4.01750 25.64578
H -11.88968 8.23168 26.72647
C -14.43800 9.83421 34.03558
H -18.68835 10.02780 27.66605
H -14.34517 15.44167 29.90778
C -7.83412 9.61502 24.43737
C -17.77155 17.10934 33.23202
C -8.00926 11.11724 19.95968
H -19.74908 12.43123 28.68140
H -12.00128 9.86981 30.64878
H -10.16864 16.19198 27.98908
H -2.90819 17.63181 24.72021
H -14.98210 6.61029 25.10433
H -17.70901 14.14254 31.30084
C -16.91376 18.03735 32.23475
H -6.56754 8.11892 22.72954
C -5.64516 15.09345 26.57077
H -4.24826 10.31932 31.47154
C -6.50384 7.66457 31.18753
H -8.95974 15.32318 28.92392
N -13.37891 10.55372 33.21660
H -16.54755 14.52329 32.48680
H -6.64185 11.47671 23.76636
H -6.20415 14.15831 26.53652
H -9.13046 20.38988 26.38524
C -13.09926 8.38747 24.83362
C -12.17958 9.14389 31.44209
H -2.86234 14.74106 25.45319
H -1.26957 16.38861 25.86173
C -4.60215 15.29112 27.66367
H -2.34683 18.70139 28.42339
H -12.76273 11.82682 28.90265
C -7.07989 19.18972 23.77296
H -12.79891 11.21213 25.18666
H -5.94133 12.35082 20.12371
H -10.13544 10.68148 22.80564
C -10.36446 13.87403 28.22312
C -3.03245 17.17624 26.82940
C -2.45322 18.58419 27.34495
C -16.44675 15.88113 30.90563
H -10.84661 19.09371 21.40041
H -15.25967 11.75716 34.58686
H -14.25904 7.84680 21.59962
H -16.27908 10.02361 32.98026
H -10.58349 14.64917 30.28101
H -16.69423 19.76980 33.79744
H -3.68439 7.38723 31.67467
H -5.55603 8.95568 20.71335
O -13.91872 11.43093 32.21214
C -16.44183 12.35128 24.12784
C -5.33396 14.84484 28.97087
H -4.29278 18.44621 25.52203
C -8.01151 17.93586 25.68718
C -11.68805 5.78866 24.38766
H -17.15712 10.11790 25.81619
C -8.12772 9.54455 22.89043
C -16.15107 19.10462 33.12616
H -5.39694 18.05955 27.56007
H -3.20841 8.41832 30.34052
H -6.64288 17.34122 22.62876
H -9.93564 10.54940 32.89140
C -17.78448 18.78093 31.17198
H -11.46828 12.20507 24.77488
C -9.65572 15.23547 28.08964
C -6.99948 18.35872 22.46866
H -4.37410 16.76679 25.09066
C -7.62695 8.12427 22.47322
C -10.83646 18.14798 21.94225
H -9.45581 5.50585 24.14076
O -15.00875 17.75687 31.06143
O -6.99662 11.76494 22.92217
H -10.17449 8.79596 22.75332
H -11.00819 11.84626 32.25419
H -5.29086 5.95162 32.06757
H -18.40954 12.04600 22.25547
C -19.48501 12.99863 27.78898
H -8.45692 11.98752 20.43958
C -3.46351 14.26666 27.28605
C -9.54962 17.92316 22.73048
C -9.67556 9.73605 22.51796
H -13.11113 8.68474 31.11116
H -8.40998 8.90463 25.03053
O -12.86378 5.68567 22.20005
C -4.26711 9.39697 32.05208
N -4.06106 16.64651 27.71564
H -15.59711 19.74091 32.43598
H -6.30262 15.33943 29.04281
H -15.21222 6.07288 23.39212
C -15.04681 10.81417 35.09041
H -12.51498 7.10119 35.10218
H -14.87585 14.50814 31.38768
C -13.60351 7.50766 23.66730
O -18.18350 14.20728 25.67954
N -9.67184 18.82795 23.92034
C -9.36021 12.74683 28.28244
H -9.19519 10.62678 28.36094
H -11.26703 9.23613 34.72001
H -6.14731 19.13966 24.33501
H -16.42075 13.16137 27.53248
H -12.40843 9.15580 24.48647
H -5.77225 7.65786 34.46179
H -13.62400 13.00159 27.93771
*
```

As for the lowest unoccupied orbital energy: 0.2690 eV. As for the SMILES: CC1(C)CCCC(C)(C)N1O.CC1(C)CCCC(C)(C)N1O.CC1(C)CCCC(C)(C)N1O.CC1(C)CCCC(C)(C)N1O.CC1(C)CCCC(C)(C)N1O.CC1(C)CCCC(C)(C)N1O.CC1(C)CCCC(C)(C)N1O.CC1(C)CCCC(C)(C)N1O.CC1(C)CCCC(C)(C)N1O. Its HOMO-LUMO gap is 8.26 eV.

These are the Mulliken partial charges, in e, on atoms 1 to 8: atom 1 (C): -0.19, atom 2 (H): 0.37, atom 3 (H): 0.55, atom 4 (H): 0.39, atom 5 (H): 0.27, atom 6 (H): 0.36, atom 7 (C): -1.78, atom 8 (C): -1.81

It is #ii that is the least stable of them.